No. 1
{
  "formula": "C26H66BrO8P3",
  "method": "the ωB97M-V functional and the def2-TZVPD basis",
  "elements": ["C", "C", "O", "P", "O", "C", "C", "P", "C", "Br", "C", "C", "C", "O", "C", "P", "C", "C", "C", "O", "C", "C", "H", "H", "H", "H", "H", "H", "H", "H", "H", "H", "H", "H", "H", "H", "H", "H", "H", "H", "H", "H", "H", "H", "H", "H", "H", "H", "H", "H", "H", "H", "H", "H", "H", "H", "C", "C", "C", "O", "H", "H", "H", "H", "H", "H", "H", "H", "C", "C", "C", "O", "H", "H", "H", "H", "H", "H", "H", "H", "C", "C", "C", "O", "H", "H", "H", "H", "H", "H", "H", "H", "C", "C", "C", "O", "H", "H", "H", "H", "H", "H", "H", "H"],
  "xyz": [[-4.26461, -0.15084, 2.46324], [-4.08066, -0.01714, 0.83834], [-4.08294, -1.29292, 0.10343], [-2.41469, -1.81758, -0.21339], [-1.78355, -0.68568, -1.12103], [-1.60810, -2.03736, 1.49889], [-0.11483, -2.70661, 1.50134], [1.33513, -1.47500, 1.64167], [3.21285, -1.99603, 1.62800], [1.45519, -1.46869, -0.64071], [0.91286, 0.39404, 1.61069], [1.81132, 1.30996, 2.64633], [2.02140, 2.80347, 1.98208], [0.70154, 3.46365, 1.88730], [0.28717, 3.98104, 3.22146], [1.43340, -1.57651, 3.81545], [-0.31034, -1.77534, 4.62037], [2.36473, -3.18991, 4.38749], [3.71913, -2.70817, 5.18622], [-2.54107, -3.26672, -1.17048], [-3.05836, -2.83213, -2.50950], [-3.76684, -4.08072, -3.34378], [-5.03854, 0.66116, 2.80423], [-4.63845, -1.21202, 2.81775], [-3.22713, 0.15598, 2.95489], [-3.15060, 0.66645, 0.64413], [-5.02749, 0.59554, 0.44896], [-1.59029, -1.04242, 2.14999], [-2.30975, -2.78450, 2.10986], [0.01849, -3.49698, 2.37610], [0.04386, -3.32420, 0.49387], [3.34068, -3.16583, 1.62101], [3.71953, -1.50069, 2.55967], [3.68314, -1.46559, 0.67608], [-0.22507, 0.63466, 1.87693], [1.02694, 0.73395, 0.47205], [2.86291, 0.82098, 2.80918], [1.19158, 1.37236, 3.65996], [2.38747, 2.65469, 0.85707], [2.82856, 3.41356, 2.57492], [-0.19419, 5.03926, 3.04597], [-0.53126, 3.22574, 3.63958], [1.22593, 4.00817, 3.94489], [-0.76408, -2.81103, 4.29440], [-0.93340, -0.84563, 4.27837], [-0.13167, -1.73470, 5.79303], [2.54933, -3.94344, 3.51160], [1.69739, -3.75985, 5.19485], [4.36515, -1.91021, 4.60325], [3.34781, -2.14778, 6.17251], [4.37303, -3.62120, 5.58321], [-2.20109, -2.42298, -3.21251], [-3.90697, -2.00268, -2.40846], [-3.04973, -5.00792, -3.49046], [-4.15189, -3.69345, -4.40535], [-4.74464, -4.39390, -2.75873], [-5.42046, -4.89764, 0.29845], [-6.66659, -4.62326, 1.12505], [-7.73552, -3.92378, 0.30073], [-6.32233, -3.80753, 2.24188], [-4.97951, -3.96369, -0.06779], [-4.65513, -5.39017, 0.90786], [-5.64905, -5.53640, -0.56039], [-7.06283, -5.56609, 1.51759], [-7.37674, -2.95525, -0.06544], [-8.62181, -3.72157, 0.91179], [-8.03365, -4.53326, -0.55806], [-5.96953, -2.96813, 1.90283], [6.05952, -3.70968, -3.32874], [4.97289, -3.59021, -2.27215], [3.59187, -3.80420, -2.87080], [5.03402, -2.29714, -1.67596], [5.93085, -2.95281, -4.11069], [7.04705, -3.54112, -2.88595], [6.04922, -4.69954, -3.79558], [5.14820, -4.32536, -1.47917], [3.37561, -3.05068, -3.63650], [2.81894, -3.70308, -2.10128], [3.50744, -4.79689, -3.32391], [4.87948, -1.63792, -2.37278], [2.73484, 4.61535, -2.26538], [2.96406, 3.26247, -2.92004], [2.35087, 3.20848, -4.31018], [2.38739, 2.24183, -2.10951], [1.66424, 4.81819, -2.14906], [3.17073, 4.63554, -1.26075], [3.18078, 5.42094, -2.85701], [4.03910, 3.06196, -2.98397], [1.26663, 3.36138, -4.26644], [2.51286, 2.22496, -4.76434], [2.78524, 3.97182, -4.96324], [1.43280, 2.41180, -2.04717], [0.28265, 9.05917, -4.15369], [0.44244, 8.12092, -2.96813], [0.08121, 8.81111, -1.66255], [1.79160, 7.66604, -2.90433], [0.94483, 9.92712, -4.05873], [0.55792, 8.55275, -5.08507], [-0.74893, 9.41453, -4.23979], [-0.19410, 7.24032, -3.10728], [0.73624, 9.67027, -1.47916], [0.21275, 8.12769, -0.81670], [-0.95642, 9.15905, -1.67380], [2.36405, 8.44134, -2.78087]],
  "atomic_forces_ev_per_a": [[0.39, 0.52, -0.09], [-1.31, 1.69, 0.67], [3.11, -0.35, 0.77], [0.23, 3.75, -3.95], [-1.84, -3.70, 3.43], [-0.09, -1.40, 1.76], [-0.39, -2.11, -1.09], [-0.05, -0.34, 0.31], [0.98, 1.04, -0.33], [-0.01, -0.09, -2.34], [-0.53, 1.89, -0.39], [-0.17, 0.29, -0.50], [-0.22, -1.40, -0.78], [1.70, 0.34, 2.02], [-0.34, -0.57, -0.22], [0.03, -0.37, 3.08], [0.21, -0.32, 0.18], [0.01, -0.76, 0.78], [-0.26, 0.17, 1.04], [-0.81, 3.06, 1.12], [-1.04, 0.01, -2.54], [-0.50, 0.18, 0.63], [1.44, -1.65, -0.60], [0.91, 2.17, -0.75], [-2.28, -0.96, -0.73], [-1.59, -1.61, -0.01], [2.09, -1.53, 0.60], [-0.34, -1.96, -1.96], [1.36, 1.60, -1.34], [-0.56, 1.79, -1.65], [-0.44, 1.37, 2.20], [-0.30, 2.49, -0.11], [-0.93, -1.25, -1.50], [-0.96, -1.57, 1.99], [2.31, -0.95, -0.55], [-0.10, -0.66, 2.73], [-2.05, 0.96, -0.08], [1.77, -0.06, -2.06], [-0.75, 0.40, 2.45], [-1.69, -0.93, -1.00], [1.04, -2.12, 0.51], [1.70, 1.74, -0.60], [-2.11, 0.15, -1.40], [0.43, 2.19, 0.83], [0.88, -1.89, 0.78], [-0.57, -0.11, -2.53], [-0.13, 1.40, 1.72], [1.28, 1.24, -1.83], [-1.27, -1.90, 1.05], [0.77, -1.15, -2.17], [-1.31, 1.94, -1.16], [-1.57, -0.70, 1.97], [2.05, -1.73, 0.00], [-1.50, 2.00, 0.36], [1.13, -0.68, 2.36], [2.10, 0.38, -1.15], [0.19, -0.21, 0.01], [0.23, 0.46, -0.45], [-0.36, -0.03, 0.01], [0.07, 0.13, 0.31], [-0.17, -0.04, -0.03], [-0.14, -0.01, -0.08], [0.07, 0.06, 0.06], [0.08, 0.21, 0.17], [0.11, -0.14, -0.04], [0.11, -0.11, -0.08], [0.02, 0.10, 0.06], [-0.14, -0.37, -0.01], [0.36, -0.15, 0.05], [-0.18, 0.34, -0.62], [-0.30, -0.22, 0.19], [0.14, 0.17, 0.18], [-0.14, -0.10, 0.04], [-0.14, -0.08, -0.02], [0.02, 0.11, 0.00], [0.01, 0.26, 0.05], [0.12, -0.08, 0.00], [0.16, -0.03, -0.11], [0.00, 0.09, -0.01], [-0.03, -0.29, 0.31], [0.31, 0.13, 0.11], [-0.65, 0.33, 0.03], [0.14, -0.17, -0.31], [0.00, -0.24, 0.20], [0.09, 0.00, -0.17], [0.01, -0.03, -0.14], [-0.17, -0.06, 0.12], [-0.16, -0.16, 0.13], [0.10, 0.12, 0.08], [0.04, 0.14, 0.07], [-0.09, -0.06, 0.05], [0.38, -0.09, -0.06], [-0.13, -0.09, -0.34], [0.23, 0.65, 0.08], [-0.18, -0.16, 0.30], [0.22, -0.08, -0.01], [-0.11, -0.03, 0.13], [-0.10, 0.02, 0.15], [0.12, 0.01, -0.01], [0.27, -0.01, 0.02], [-0.08, 0.00, -0.15], [-0.07, 0.05, -0.16], [0.12, 0.00, 0.03], [-0.30, -0.31, -0.05]],
  "mulliken_charge": [-0.584, -0.335, -0.429, 1.006, -0.680, 0.320, -1.160, 0.787, -0.944, -0.439, -0.302, -0.126, -0.629, -0.337, -0.572, 0.094, -0.878, -0.532, -0.867, -0.484, -0.257, -0.903, 0.340, 0.109, 0.090, 0.257, 0.335, -0.490, 0.415, 0.439, 0.619, 0.259, 0.057, 0.359, -0.025, 0.220, 0.194, 0.286, 0.245, 0.309, 0.224, 0.141, 0.314, 0.249, 0.096, 0.397, 0.323, 0.390, 0.226, 0.264, 0.300, 0.315, 0.261, 0.269, 0.326, 0.158, -0.747, 0.321, -1.188, -0.575, -0.125, 0.297, 0.415, 0.354, 0.232, 0.329, 0.371, 0.303, -1.355, 0.429, -0.963, -0.492, 0.342, 0.327, 0.377, 0.248, 0.277, 0.062, 0.410, 0.339, -1.227, 0.389, -1.295, -0.440, 0.249, 0.294, 0.418, 0.241, 0.335, 0.314, 0.400, 0.296, -1.369, 0.504, -1.264, -0.472, 0.351, 0.328, 0.376, 0.244, 0.339, 0.291, 0.374, 0.317],
  "smiles": "CCOP(=O)(CCP(C)(Br)(CCCOC)P(C)CC)OCC.CC(C)O.CC(C)O.CC(C)O.CC(C)O",
  "lumo_ev": 0.495
}

No. 2
{
  "formula": "C26H66ClFNO8PSi",
  "method": "the ωB97M-V functional and the def2-TZVPD basis",
  "elements": ["C", "C", "C", "Cl", "Si", "F", "C", "C", "O", "C", "N", "P", "O", "O", "H", "H", "H", "H", "H", "H", "H", "H", "H", "H", "H", "H", "H", "H", "H", "H", "C", "C", "O", "C", "C", "H", "H", "H", "H", "H", "H", "H", "H", "H", "H", "C", "C", "O", "C", "C", "H", "H", "H", "H", "H", "H", "H", "H", "H", "H", "C", "C", "O", "C", "C", "H", "H", "H", "H", "H", "H", "H", "H", "H", "H", "C", "C", "O", "C", "C", "H", "H", "H", "H", "H", "H", "H", "H", "H", "H", "C", "C", "O", "C", "C", "H", "H", "H", "H", "H", "H", "H", "H", "H", "H"],
  "xyz": [[-2.22594, 0.13709, -1.15259], [-2.72715, -0.24059, -2.59666], [-2.56570, -1.76028, -2.96268], [-3.45444, -2.88278, -1.81434], [-0.75209, -2.30865, -3.27474], [-0.87934, -3.71235, -4.23058], [0.25365, -1.07209, -4.30848], [0.64915, 0.25125, -3.56533], [1.09103, 1.16711, -4.60481], [1.85721, 0.09023, -2.54063], [2.69552, 1.32173, -2.64229], [0.28325, -2.98225, -1.42395], [-0.01065, -1.92192, -0.13363], [1.94815, -3.20588, -1.70543], [-2.40468, -0.75112, -0.48460], [-1.11169, 0.28561, -1.12961], [-2.78565, 0.98111, -0.68665], [-3.83329, -0.02478, -2.61209], [-2.29804, 0.40660, -3.40671], [-3.07925, -1.89709, -3.95648], [1.21757, -1.58135, -4.59774], [-0.28968, -0.87850, -5.27617], [-0.18686, 0.77372, -3.04287], [0.52608, 1.94702, -4.60393], [2.46299, -0.81205, -2.79065], [1.44251, 0.05558, -1.49080], [2.12876, 2.12914, -2.37171], [3.45780, 1.29114, -1.96585], [0.36965, -2.37566, 0.63448], [2.02539, -4.15849, -1.85605], [2.31325, 6.43249, -0.59734], [3.38627, 5.40801, -0.26867], [3.65463, 4.50449, -1.32909], [4.11313, 5.07737, -2.54510], [5.41180, 5.85165, -2.40177], [1.38171, 5.93328, -0.87569], [2.12401, 7.07381, 0.26583], [2.60273, 7.07372, -1.43106], [3.04828, 4.80086, 0.57314], [4.31013, 5.89803, 0.05472], [3.32989, 5.70239, -2.98730], [4.27016, 4.24527, -3.23452], [5.30976, 6.70196, -1.72534], [5.73423, 6.23269, -3.37254], [6.19741, 5.20706, -2.00112], [1.46784, -0.53556, -10.30004], [1.74170, 0.93773, -10.04778], [1.21667, 1.41164, -8.81916], [1.70478, 0.78120, -7.64107], [3.20645, 0.91099, -7.45996], [0.39316, -0.73254, -10.27976], [1.86158, -0.83344, -11.27413], [1.93163, -1.17190, -9.54494], [1.26250, 1.52540, -10.83313], [2.81336, 1.15336, -10.11057], [1.39477, -0.26994, -7.61901], [1.20761, 1.26563, -6.80517], [3.76031, 0.43428, -8.27131], [3.51557, 0.44451, -6.52281], [3.49804, 1.96361, -7.43896], [-4.10757, 3.04815, 3.66445], [-2.67244, 2.87863, 4.13400], [-2.05964, 1.68596, 3.67058], [-1.96265, 1.53276, 2.26398], [-1.15927, 2.62952, 1.58594], [-4.71520, 2.19661, 3.98052], [-4.53777, 3.96094, 4.08135], [-4.17652, 3.11419, 2.57741], [-2.66187, 2.82502, 5.22396], [-2.06516, 3.74783, 3.86118], [-2.96284, 1.44717, 1.82458], [-1.46734, 0.57432, 2.09249], [-1.61361, 3.61272, 1.72017], [-1.08582, 2.43770, 0.51368], [-0.15036, 2.67557, 2.00244], [-3.20769, -2.62081, 6.63139], [-4.51694, -3.07625, 6.00942], [-5.29619, -2.01465, 5.48249], [-4.69175, -1.24760, 4.45302], [-4.32019, -2.06256, 3.22608], [-3.39515, -1.89624, 7.42751], [-2.66962, -3.47383, 7.05164], [-2.55366, -2.14162, 5.90045], [-5.12702, -3.55198, 6.77919], [-4.34214, -3.83598, 5.24050], [-3.82269, -0.70790, 4.84406], [-5.42268, -0.48864, 4.16514], [-3.58451, -2.83544, 3.45513], [-3.89711, -1.41485, 2.45495], [-5.20236, -2.56134, 2.81794], [2.09389, -5.43858, 9.05693], [0.78323, -5.88913, 8.43404], [0.00843, -4.82467, 7.90582], [0.61353, -4.05900, 6.87608], [0.98198, -4.87498, 5.64903], [1.90836, -4.71283, 9.85233], [2.62717, -6.29321, 9.47813], [2.75088, -4.96342, 8.32690], [0.17036, -6.36132, 9.20371], [0.95539, -6.65017, 7.66602], [1.48381, -3.52070, 7.26637], [-0.11640, -3.29923, 6.58926], [1.71656, -5.64899, 5.87698], [1.40483, -4.22849, 4.87736], [0.09812, -5.37225, 5.24263]],
  "atomic_forces_ev_per_a": [[0.31, -1.05, -0.06], [-1.14, 0.11, 0.81], [0.01, 0.58, -0.83], [0.51, 0.65, -0.48], [-0.14, -0.18, -1.71], [0.34, 1.83, 1.57], [0.07, -0.16, 0.05], [0.63, 0.57, -0.60], [-0.55, -0.37, 0.26], [-0.49, 0.88, 0.11], [-0.06, -0.45, 0.36], [-0.23, -2.23, 1.60], [1.24, -0.35, -1.36], [-1.05, 1.13, -0.21], [0.11, 0.85, -0.60], [-1.05, 0.15, 0.07], [0.60, -0.41, -0.65], [0.96, -0.26, -0.09], [-0.14, -0.70, 0.68], [0.49, -0.03, 0.93], [-0.89, 0.38, 0.24], [0.47, 0.12, 0.95], [0.40, -0.76, -0.26], [0.10, -0.13, 0.06], [-0.43, 0.69, 0.35], [0.22, -0.71, -0.99], [0.28, -0.23, -0.13], [-0.26, -0.12, -0.08], [-0.33, 0.14, 0.00], [0.04, 0.15, 0.26], [-0.03, 0.02, -0.13], [-0.04, 0.10, -0.02], [-0.08, -0.28, 0.04], [0.07, 0.06, -0.08], [0.04, 0.04, 0.14], [0.04, 0.02, 0.06], [0.00, -0.05, -0.02], [0.03, 0.05, 0.06], [0.06, -0.14, -0.12], [0.00, 0.08, -0.03], [0.03, 0.08, 0.02], [-0.11, -0.08, 0.17], [-0.02, 0.05, -0.08], [-0.02, -0.04, 0.03], [-0.03, 0.00, -0.06], [-0.03, -0.08, 0.09], [0.00, -0.07, 0.02], [-0.13, 0.11, -0.09], [0.08, 0.05, -0.08], [0.10, -0.02, -0.11], [0.05, 0.03, -0.04], [-0.03, 0.03, 0.03], [0.07, 0.00, -0.05], [-0.05, 0.09, 0.15], [0.05, -0.08, 0.00], [0.07, -0.05, -0.01], [-0.05, 0.00, -0.20], [0.00, -0.07, 0.05], [-0.06, 0.07, 0.00], [-0.04, -0.04, 0.05], [-0.04, -0.08, -0.11], [-0.11, 0.06, -0.05], [0.09, -0.20, 0.15], [0.00, 0.06, -0.05], [0.03, 0.13, 0.05], [0.03, 0.06, 0.03], [0.03, -0.05, 0.01], [0.01, 0.09, 0.01], [0.11, -0.16, -0.05], [-0.03, 0.04, -0.06], [-0.01, 0.07, -0.05], [-0.04, 0.00, 0.17], [-0.04, -0.03, -0.08], [0.01, -0.02, 0.05], [-0.03, -0.04, -0.03], [0.08, 0.07, -0.02], [0.13, 0.02, 0.02], [-0.25, 0.04, 0.06], [0.13, -0.01, -0.02], [0.00, -0.11, -0.02], [0.00, -0.07, -0.02], [-0.05, 0.03, 0.02], [0.02, -0.06, -0.02], [-0.13, 0.12, -0.08], [0.08, 0.00, -0.02], [0.06, -0.02, -0.07], [-0.08, -0.09, 0.16], [0.06, 0.07, -0.03], [-0.02, 0.00, 0.03], [0.03, 0.05, 0.00], [0.05, 0.12, -0.03], [0.11, 0.00, 0.02], [-0.23, 0.06, 0.05], [0.07, -0.03, -0.05], [0.00, -0.14, -0.01], [-0.01, -0.07, -0.02], [-0.05, 0.03, 0.00], [0.03, -0.08, -0.01], [-0.13, 0.12, -0.08], [0.08, 0.00, -0.02], [0.06, -0.04, -0.04], [-0.07, -0.08, 0.17], [0.06, 0.07, -0.03], [-0.03, -0.01, 0.04], [0.02, 0.06, 0.01]],
  "mulliken_charge": [-0.347, -0.785, -0.118, -0.156, 0.399, -0.349, -0.697, 0.150, -0.399, -0.357, -0.448, 0.037, -0.292, -0.507, 0.106, -0.099, 0.383, 0.385, 0.345, 0.397, 0.355, 0.214, 0.034, 0.292, 0.311, 0.153, 0.120, 0.215, 0.271, 0.337, -1.070, -0.356, -0.427, -0.256, -1.116, 0.273, 0.398, 0.288, 0.352, 0.302, 0.316, 0.316, 0.268, 0.390, 0.309, -0.989, -0.327, -0.449, 0.278, -1.110, 0.275, 0.384, 0.243, 0.349, 0.294, 0.154, -0.065, 0.363, 0.354, 0.288, -0.854, -0.372, -0.464, 0.002, -1.124, 0.120, 0.394, 0.257, 0.368, 0.321, 0.242, 0.188, 0.298, 0.297, 0.352, -0.813, -0.477, -0.461, -0.203, -0.845, 0.282, 0.374, 0.185, 0.367, 0.296, 0.239, 0.293, 0.241, 0.200, 0.316, -1.021, -0.369, -0.366, -0.191, -1.097, 0.290, 0.384, 0.265, 0.326, 0.309, 0.282, 0.227, 0.287, 0.376, 0.295],
  "smiles": "CC[C@H](Cl)[Si@@](F)(C[C@H](O)CN)P(O)O.CCOCC.CCOCC.CCOCC.CCOCC.CCOCC",
  "lumo_ev": 0.096
}

> What is the formula in the second record?

C26H66ClFNO8PSi